This record from the Open Molecules 2025 dataset describes a molecular structure, C25H48Cl3N4O4SiV. The level of theory is ωB97M-V/def2-TZVPD.

Geometry (Å):
1 V -2.94809 1.37331 0.76540
2 Cl -0.76026 1.66230 0.04677
3 Cl -2.95423 3.49657 1.71362
4 Cl -3.84222 1.77118 -1.28613
5 Si 2.77620 -1.78392 -0.78697
6 O -2.28368 0.53925 2.58139
7 O 4.03319 -0.81702 -1.26934
8 O -4.88576 0.94575 1.65714
9 O -2.80335 -0.67459 0.26148
10 N -0.74011 1.73621 3.79281
11 N -6.37046 0.46082 3.27066
12 N -2.10472 -2.28121 -1.22514
13 N -6.69106 2.30673 1.75692
14 C -0.44498 3.04778 4.35398
15 C -6.15281 3.01860 0.61495
16 C 6.53317 1.09609 -2.01691
17 C 6.82183 -3.01365 -3.50923
18 C 5.19899 1.08353 -2.10782
19 C -7.96876 2.83209 2.19938
20 C 4.45645 -0.19204 -2.47781
21 C 5.19667 -1.08250 -4.71081
22 C 7.34460 2.29935 -1.70285
23 C -7.62308 0.52170 4.00463
24 C 1.45848 -0.63005 -0.16351
25 C 4.31515 2.24867 -1.78766
26 C 5.98946 -1.91297 -5.49990
27 C 5.26097 -1.18062 -3.31295
28 C -5.48771 -0.63234 3.61276
29 C 6.80476 -2.87334 -4.89760
30 C -1.98959 1.44587 3.40878
31 C -5.97653 1.24359 2.22572
32 C 6.06401 -2.15022 -2.71025
33 C 2.15084 -2.78895 -2.23968
34 C 3.43434 -2.85717 0.59370
35 C -1.82898 -2.63543 -2.61055
36 C 0.37430 1.00857 3.19600
37 C -2.46433 -1.03322 -0.90000
38 C -1.82078 -3.29985 -0.22187
39 H 1.05040 -0.01983 -0.97744
40 H 2.96569 -3.33558 -2.73505
41 H -5.89841 -1.11791 4.49850
42 H 3.99693 2.77486 -2.70137
43 H -7.69577 1.43938 4.60816
44 H -2.24318 -4.25093 -0.56829
45 H -0.10655 3.74600 3.57376
46 H 3.40727 1.92365 -1.25812
47 H -2.46578 -0.32098 -1.73769
48 H -1.34702 3.45062 4.82462
49 H -0.74516 -2.68012 -2.80638
50 H 8.34191 1.97964 -1.39516
51 H 2.70311 -3.63005 0.87044
52 H 7.42793 -3.78560 -3.03108
53 H -8.49213 0.43355 3.33731
54 H 0.13195 -0.05723 3.15934
55 H -8.32202 2.36515 3.10872
56 H -2.77476 2.07784 3.84936
57 H 6.92490 2.90726 -0.89484
58 H 1.67830 -2.13994 -2.98993
59 H -2.27212 -1.87525 -3.26219
60 H 7.08787 0.17362 -2.18227
61 H 4.84568 2.97627 -1.16289
62 H 4.53409 -0.32691 -5.13921
63 H -2.25872 -3.01363 0.73659
64 H -5.16812 3.43557 0.87464
65 H 6.08668 -2.22152 -1.61887
66 H -7.63828 -0.33199 4.68993
67 H -0.73272 -3.43326 -0.10622
68 H 1.88743 0.06072 0.57690
69 H 0.55943 1.36839 2.17079
70 H -8.72858 2.68893 1.41583
71 H 5.96492 -1.80376 -6.58672
72 H 1.25484 1.18804 3.82045
73 H -5.43182 -1.36358 2.79853
74 H 3.58017 0.11943 -3.06803
75 H 1.40195 -3.52285 -1.90547
76 H -2.27097 -3.61480 -2.83333
77 H -6.82968 3.83621 0.35212
78 H -4.47802 -0.26768 3.81600
79 H 0.34985 2.93317 5.10064
80 H 0.61428 -1.15157 0.30606
81 H -7.86284 3.91014 2.37759
82 H 3.63285 -2.24821 1.48701
83 H 7.47842 2.95740 -2.57044
84 H 4.37066 -3.36046 0.31822
85 H 7.43303 -3.51669 -5.51699
86 H -6.01980 2.34563 -0.24265

Summary:
Kohn-Sham gap (spin up / spin down)   8.699 / 9.047 eV
Lowest unoccupied orbital energy (spin up / spin down)   0.40 / 0.50 eV
Spin multiplicity   3

This record from the Open Molecules 2025 dataset describes 2 unconnected molecules or ions with the total composition C11H15N. The level of theory is ωB97M-V/def2-TZVPD.

Geometry (Å):
1 N 1.67879 -2.89823 0.04913
2 C 1.58021 -1.58664 -0.30455
3 C 0.66904 0.93462 -1.18316
4 C -1.81667 -2.99675 -1.02289
5 C -1.51403 3.43838 0.90576
6 C 2.52204 -0.53225 -0.39529
7 C -0.57021 3.54114 2.10077
8 C -0.23316 -0.07973 -1.01575
9 C -0.47579 -2.57670 -0.46552
10 C 2.05758 0.66767 -0.83478
11 C 0.46924 -3.50832 -0.07749
12 C 0.25838 -1.35111 -0.70745
13 H -2.61275 -2.90293 -0.28373
14 H -2.57086 3.48292 1.18593
15 H -0.74044 2.82572 2.90558
16 H -1.28696 0.03316 -1.22642
17 H -1.78999 -3.96327 -1.51487
18 H 0.48169 3.42299 1.83511
19 H 2.54196 -3.24329 0.44789
20 H -1.31540 4.24592 0.21208
21 H 0.29689 -4.55619 0.10160
22 H 3.49064 -0.65177 0.07860
23 H -2.10885 -2.28946 -1.80926
24 H -1.45131 2.43762 0.47024
25 H 2.64105 1.57196 -0.78213
26 H -0.68959 4.53726 2.53412
27 H 0.48847 1.99728 -1.20352

Summary:
Kohn-Sham gap   8.790 eV
Lowest unoccupied orbital energy   0.95 eV
Structure (SMILES)   Cc1c[nH]c2ccccc12.CC

This record from the Open Molecules 2025 dataset describes 17 unconnected molecules or ions with the total composition C48H142N12O17. The level of theory is ωB97M-V/def2-TZVPD.

Geometry (Å):
1 O -1.35423 0.73230 6.48568
2 O 5.57595 8.32206 -5.04144
3 O 6.62267 1.33818 2.41216
4 O -1.27821 1.82702 -8.29098
5 O -4.36795 -5.89009 3.36537
6 O -8.27689 -0.78143 -5.70481
7 O -0.16235 0.49763 0.26337
8 O 7.00818 -5.38905 -1.35552
9 O 2.18635 -5.39483 -4.89568
10 O 4.83999 -1.79189 4.13169
11 O 1.51051 -3.22203 7.73728
12 O -7.54572 -0.62687 1.44466
13 O -4.35678 3.81676 -2.35095
14 O 3.39880 -5.80474 5.41837
15 O -1.09680 6.49734 5.37624
16 O -0.99586 8.56053 -0.42169
17 O -0.09632 -10.52765 2.64023
18 N -5.36230 2.36316 1.44480
19 N -0.83712 -7.76221 3.36619
20 N 0.55092 -1.55594 3.28070
21 N 0.12516 0.29829 -11.43729
22 N 4.00811 6.73592 -3.21465
23 N -2.11227 -1.39964 8.37834
24 N -0.73656 -5.80724 -2.91159
25 N 9.92246 -5.48864 -1.76601
26 N 8.24686 -1.02141 1.08300
27 N -3.54290 7.90356 7.63968
28 N -0.25228 11.10261 0.85790
29 N -5.62757 -3.42283 -5.14753
30 C -6.77334 0.45182 0.89532
31 C -0.97597 7.78414 7.87406
32 C 0.10630 1.81121 0.10916
33 C 7.44477 1.32155 1.24909
34 C -0.33690 1.57283 7.07873
35 C 8.67682 0.33125 1.29349
36 C -0.45858 -8.72749 4.37274
37 C 10.03132 -7.82777 -1.44131
38 C -0.25436 1.12183 -8.98955
39 C 0.47069 -9.94499 1.44694
40 C -1.37472 -1.97653 1.73074
41 C -1.89573 -9.23245 4.87486
42 C 9.11080 -6.72107 -1.97251
43 C 0.05576 -1.32745 1.88592
44 C 0.38076 -9.98048 3.80055
45 C -2.23781 7.80677 6.97542
46 C -2.31815 6.51161 6.12808
47 C 5.59929 9.07039 -6.26688
48 C -1.90090 9.33940 0.36237
49 C -7.88153 -1.69316 0.58596
50 C -1.08223 5.72788 4.20422
51 C 4.41402 4.73756 -4.36425
52 C 0.88043 -5.04336 -4.52159
53 C -1.99760 0.24884 -10.70160
54 C -1.63248 7.64014 -1.22265
55 C 5.74140 2.43399 2.62006
56 C -6.46231 1.51143 1.92226
57 C 0.28323 0.15370 1.57688
58 C -7.28436 -1.77714 -6.04381
59 C 5.75378 -5.42392 -0.55772
60 C -4.45111 -1.00298 7.74906
61 C -0.76888 -6.81470 -5.31273
62 C 0.08505 -6.26838 -4.06238
63 C 5.18096 6.97790 -5.34737
64 C -0.68449 0.94554 -10.42625
65 C 9.63414 0.59914 0.16747
66 C 2.41280 -5.91579 -6.17703
67 C 4.93512 6.11740 -4.08108
68 C -7.70099 2.31518 2.21995
69 C -6.61363 -2.33449 -4.81485
70 C -1.10341 1.69321 -6.93010
71 C -1.25559 10.24799 1.41539
72 C -2.66101 0.70962 7.04653
73 C -9.47886 -1.31876 -5.24691
74 C 7.83775 -6.55840 -1.18049
75 C -2.98755 -0.75618 7.33144
76 C -5.87519 -1.28255 -4.01246
77 C -2.24116 11.10600 2.12123
78 H 8.17833 -6.57147 -0.14515
79 H 0.83499 -4.31378 -3.71304
80 H 0.63072 -1.92384 1.17752
81 H -1.20026 0.66363 -6.58559
82 H -8.55999 -2.45553 0.96880
83 H -2.72502 -1.16505 6.35573
84 H 9.21836 -4.76684 -1.82395
85 H -2.05420 8.64726 6.30611
86 H -2.79679 11.76511 1.45418
87 H -4.54651 1.77168 1.37595
88 H -0.07572 5.69891 3.78684
89 H -6.10472 1.06987 2.85246
90 H -5.16305 -3.76599 -4.31894
91 H -1.74525 6.10734 3.42672
92 H 0.82416 -7.05151 -3.89346
93 H -0.02270 -7.36980 -5.88122
94 H -1.99878 -0.79187 -10.37753
95 H -4.71161 -0.58948 8.72336
96 H -2.14455 7.03499 -0.47453
97 H -1.66176 -1.79726 0.69460
98 H 2.40825 -5.11504 -6.91655
99 H 0.03025 -7.38394 3.01313
100 H 5.00061 2.26735 3.40209
101 H -2.25295 -0.98895 9.29028
102 H -4.83052 -3.02166 -5.62068
103 H 0.35281 -4.59381 -5.36280
104 H -3.70563 8.79989 8.07581
105 H -10.06611 -1.86341 -5.98624
106 H 5.83591 6.46859 -6.05430
107 H -0.20504 -5.58225 -2.08275
108 H -3.36029 1.19310 6.36435
109 H 5.16960 -6.32429 -0.74789
110 H -4.67209 -6.37552 2.59850
111 H 3.50092 -6.09870 6.32357
112 H -0.74579 9.58846 2.11769
113 H -5.17842 -1.67686 -3.27276
114 H 1.44216 -9.73314 3.78157
115 H -1.84965 11.86334 2.80038
116 H 0.04819 -8.14000 5.13834
117 H 9.58645 -8.82224 -1.47574
118 H 4.23507 4.17657 -3.44701
119 H 0.56278 -3.20617 7.87057
120 H -0.94391 1.96691 -10.70480
121 H -2.78717 0.74171 -10.13437
122 H -6.53639 -1.27760 -6.65952
123 H -7.38156 -2.71862 -4.14341
124 H -1.47763 -7.59982 -5.04936
125 H -0.87265 2.44352 7.45682
126 H -7.47545 3.16921 2.85859
127 H 4.20596 7.03572 -5.83120
128 H -7.53470 -2.59356 -6.72122
129 H -5.11795 -0.83385 -4.65538
130 H -7.00665 -2.23369 0.22471
131 H 1.39978 -9.40195 1.62014
132 H 10.56717 0.04041 0.09418
133 H 5.85355 6.12708 -3.49416
134 H -1.24288 -6.06597 -5.94742
135 H 3.45572 4.72946 -4.88359
136 H -1.30293 -8.39844 2.73506
137 H -8.20569 2.75780 1.36120
138 H -1.24578 -6.64003 -2.65230
139 H -3.47725 7.35972 8.48823
140 H 10.99955 -7.92274 -1.93285
141 H -2.60554 -9.38446 4.06174
142 H -0.16867 0.71600 -12.30866
143 H -2.25916 10.10199 -0.32915
144 H -8.44980 -1.36694 -0.28510
145 H -3.44118 -6.11727 3.44115
146 H 0.10990 -2.45045 3.44020
147 H 10.07731 -5.42739 -0.76983
148 H 3.26671 -4.85915 5.48657
149 H 5.10981 4.17689 -4.98844
150 H 7.24388 -7.46183 -1.31905
151 H 1.35428 0.29699 1.71976
152 H -9.38488 -1.98132 -4.38651
153 H -6.48430 -0.53387 -3.50594
154 H 0.64364 -10.85095 0.86605
155 H 9.12750 0.37291 -0.77074
156 H -0.93345 6.82636 8.39265
157 H 4.07897 7.72598 -3.40140
158 H -0.16663 -9.29583 0.84651
159 H 0.30676 -10.71186 4.60536
160 H -2.32504 0.29913 -11.74004
161 H 5.93363 -5.41878 0.51734
162 H -1.50206 -3.00523 2.06787
163 H -0.02433 0.15919 -8.53290
164 H 0.66466 1.69638 -8.87383
165 H 1.08130 2.15536 0.45417
166 H -2.30418 5.65450 6.80133
167 H 7.41342 -1.19876 1.62524
168 H 6.60275 8.91285 -6.66230
169 H -5.79174 0.17344 0.51183
170 H -0.00824 2.16620 -0.91504
171 H -7.20044 0.89674 -0.00342
172 H -0.09370 -0.66631 -11.64166
173 H -4.60506 -2.07497 7.87251
174 H 3.01105 6.57935 -3.25311
175 H 8.81530 -6.95878 -2.99441
176 H 8.94788 -1.73686 1.21260
177 H 9.35054 0.34342 2.15026
178 H -5.04094 -0.58140 6.93514
179 H -1.89883 2.29762 -6.49409
180 H -5.18842 4.28680 -2.29042
181 H -8.35527 1.64863 2.78186
182 H 0.02190 -0.85367 3.77775
183 H 0.38347 1.98866 6.37427
184 H -1.81064 -10.19838 5.37270
185 H 5.14732 2.60453 1.72223
186 H 3.93640 -1.47811 4.09549
187 H -10.05146 -0.51437 -4.78521
188 H 5.09351 -4.58996 -0.79575
189 H -4.33666 3.26313 -1.57037
190 H 1.85474 -6.76457 -6.57229
191 H 10.33987 -7.61471 -0.41784
192 H -0.16506 2.07822 -6.53090
193 H -1.00308 6.96795 -1.80584
194 H -0.18291 0.72932 2.37655
195 H -5.16916 3.06479 2.14517
196 H -1.29435 4.69164 4.46746
197 H 1.64421 -2.76019 6.90960
198 H -0.06612 7.92802 7.29136
199 H 5.71698 10.15327 -6.22649
200 H 6.88408 1.17977 0.32518
201 H 7.84680 2.33154 1.16922
202 H -0.67586 11.83248 0.30295
203 H -2.33620 8.17566 -1.85990
204 H -1.05976 8.46761 8.71903
205 H -0.01470 10.41558 0.15672
206 H -3.00377 10.49040 2.59827
207 H 6.26853 3.37677 2.76624
208 H -2.68647 8.75808 0.84510
209 H -2.15649 -1.36100 2.17577
210 H 5.33504 -1.15830 3.61232
211 H -2.41927 -8.53701 5.53089
212 H 0.20131 1.20338 7.95161
213 H -0.55461 2.34923 0.78875
214 H 4.82160 8.80955 -6.98470
215 H 9.74596 1.66847 -0.01174
216 H -2.45989 -2.32232 8.59723
217 H 3.41313 -6.34488 -6.23445
218 H -2.63678 1.16329 8.03733
219 H -3.17450 6.61966 5.46241

Summary:
Kohn-Sham gap   8.832 eV
Lowest unoccupied orbital energy   -0.06 eV

Strongest force on any atom? In order: 1.744, 2.677, 3.371 eV/A.